A cluster of 2 separate species, C2H5NO3S in total in a non-equilibrium geometry, computed with ωB97M-V with the def2-TZVPD basis set.

The geometry in XYZ format:
```
12
Properties=species:S:1:pos:R:3:forces:R:3:lowdin_charge:R:1
S -1.853985 -0.030422 0.428091 0.9 2.2 1.3 0.976
O 1.841261 1.365975 0.091925 0.4 0.1 0.2 -0.015
O -2.224644 0.906928 -0.629527 -0.3 -0.6 -0.5 -0.512
O -1.699094 -1.608546 0.135248 -0.8 -3.0 -1.1 -0.292
N 0.579581 -1.498746 0.915804 -1.8 -2.6 0.4 0.065
C 1.068731 1.885400 -0.665395 -1.0 -0.9 0.1 -0.133
C -0.421350 -1.145401 0.010292 1.3 2.4 0.6 -0.553
H 1.259372 1.924262 -1.746652 0.2 0.4 -0.1 0.088
H 0.230772 -2.249314 1.563085 1.0 1.6 -0.5 0.122
H -0.038187 -0.903851 -0.970279 -0.4 -0.1 -0.5 0.119
H 0.039448 2.138112 -0.332039 0.3 0.4 -0.1 0.070
H 1.218095 -0.784400 1.199444 0.1 0.1 0.4 0.065
```
Forces are in eV/Å.

Molar mass: 123.1 Da
E: -20619.8863 eV
Maximum force: 0.064 hartree/bohr
LUMO level: 0.526 eV
Multiplicity: 1
Frontier orbital gap: 9.3 eV
Net charge: 0